(1)
{
  "formula": "C21H58N8O9",
  "method": "the ωB97M-V functional and the def2-TZVPD basis",
  "multiplicity": 1,
  "relative_energy_kj_mol": 2889.4,
  "total_charge": 0,
  "elements": ["C", "O", "N", "N", "H", "H", "H", "H", "C", "O", "N", "N", "H", "H", "H", "H", "C", "O", "N", "N", "H", "H", "H", "H", "C", "C", "C", "C", "C", "C", "N", "O", "C", "C", "C", "H", "H", "H", "H", "H", "H", "H", "H", "H", "H", "H", "H", "H", "H", "H", "H", "H", "H", "H", "C", "C", "C", "C", "C", "C", "N", "O", "C", "C", "C", "H", "H", "H", "H", "H", "H", "H", "H", "H", "H", "H", "H", "H", "H", "H", "H", "H", "H", "H", "O", "H", "H", "O", "H", "H", "O", "H", "H", "O", "H", "H"],
  "positions_angstrom": [[-6.53236, 18.23694, 16.68746], [-6.58281, 17.08784, 17.11897], [-7.48959, 18.84504, 16.03856], [-5.38761, 18.98385, 16.66798], [-8.37063, 18.36998, 15.90369], [-7.17219, 19.72168, 15.65015], [-4.54807, 18.51200, 16.97232], [-5.36335, 19.90132, 16.24636], [-11.43679, 18.03858, 12.92799], [-10.89311, 18.78526, 12.14965], [-10.66161, 17.53770, 13.88608], [-12.70639, 17.81272, 13.01092], [-9.70467, 17.78905, 13.68315], [-11.04745, 17.28742, 14.78530], [-13.32841, 18.33535, 12.41087], [-13.09397, 17.09964, 13.61209], [-10.00221, 19.83913, 17.78344], [-9.66366, 19.92083, 18.95813], [-9.14688, 19.85810, 16.81877], [-11.25974, 19.84262, 17.36771], [-8.20496, 20.11199, 17.08032], [-9.37909, 19.81692, 15.83669], [-11.44648, 19.67950, 16.38862], [-12.00949, 19.80783, 18.04355], [-11.62796, 18.00785, 17.89927], [-10.96430, 16.85930, 18.74404], [-9.69619, 17.43468, 19.47421], [-9.36388, 16.91525, 20.79408], [-10.56563, 16.63881, 21.72830], [-11.61641, 15.80730, 20.99878], [-11.98042, 16.39599, 19.69332], [-13.02731, 15.67965, 19.01982], [-11.19436, 14.33125, 21.01911], [-12.82847, 15.79580, 21.94710], [-10.45284, 15.75796, 17.72054], [-12.58213, 17.67309, 17.49233], [-11.05154, 18.26879, 17.01172], [-11.68812, 18.85330, 18.58461], [-8.78244, 17.35209, 18.88571], [-9.87635, 18.48469, 19.70466], [-8.82605, 17.68390, 21.34908], [-8.79211, 16.00139, 20.63272], [-10.88417, 17.51346, 22.29542], [-10.03586, 16.07510, 22.49620], [-12.04057, 13.65284, 21.12770], [-10.49875, 14.10318, 20.21151], [-10.70085, 14.02219, 21.94054], [-13.38228, 16.73413, 21.91656], [-13.55777, 15.03272, 21.67518], [-12.54357, 15.48710, 22.95290], [-9.79017, 16.18746, 16.96922], [-11.27514, 15.28237, 17.18599], [-9.88536, 14.99810, 18.25782], [-12.52625, 14.91906, 18.71643], [-6.99403, 21.33467, 11.77462], [-6.76441, 19.77584, 12.22312], [-7.68587, 19.46200, 13.42583], [-7.83531, 17.97424, 13.86392], [-8.17660, 17.20983, 12.57865], [-7.30430, 17.47051, 11.34625], [-7.15482, 18.91846, 11.07672], [-6.44520, 19.16235, 9.95266], [-5.95474, 16.69642, 11.57194], [-8.05774, 16.85392, 10.09214], [-5.25750, 19.69143, 12.62250], [-7.93346, 21.53497, 11.25938], [-6.23946, 21.62153, 11.04219], [-6.89809, 21.94628, 12.67173], [-7.89249, 20.17979, 14.21968], [-8.63393, 19.66544, 12.92796], [-8.65007, 17.84093, 14.57559], [-6.92834, 17.70487, 14.40517], [-9.15854, 17.51167, 12.21425], [-8.15658, 16.16502, 12.88857], [-5.26171, 17.07292, 10.81958], [-5.48626, 16.86110, 12.54226], [-6.10389, 15.64359, 11.33235], [-8.66123, 17.53684, 9.49420], [-7.42775, 16.33788, 9.36763], [-8.77474, 16.07867, 10.36233], [-4.96540, 20.56027, 13.21232], [-4.56473, 19.70785, 11.78112], [-5.16150, 18.78056, 13.21344], [-7.12253, 19.66921, 9.49888], [-9.58437, 14.24817, 16.62558], [-8.69424, 14.44364, 16.91829], [-9.76533, 14.90454, 15.95278], [-9.86644, 15.98326, 15.07508], [-9.82952, 15.35541, 14.35350], [-10.80000, 16.15863, 15.19308], [-8.04221, 15.89897, 16.97109], [-7.25777, 16.44217, 17.04745], [-8.73341, 16.51009, 16.71612], [-9.11954, 17.70431, 15.95168], [-9.68314, 18.00969, 16.66255], [-9.50559, 16.87154, 15.68021]],
  "forces_ev_per_a": [[0.8785, 1.6861, -1.8476], [13.7091, 10.3747, 2.4486], [9.3436, 3.6412, 0.7003], [1.3794, -0.6655, 1.0888], [2.9436, 2.4151, -0.4457], [-0.0341, -0.4240, 0.1036], [-0.0176, 0.4665, -0.0476], [0.2626, -0.4486, 0.1860], [2.0210, 1.9546, 0.5383], [-0.0649, 1.0280, -2.3000], [-2.2335, 0.8189, -0.4831], [-4.1647, -0.7859, -0.1121], [-0.5508, -0.2738, 0.8457], [-0.4552, 2.4009, -1.4708], [0.1255, -0.2766, 0.0682], [0.0069, 0.2437, -0.2428], [-1.2184, 3.8394, 2.2463], [-0.1848, 1.5169, -0.3133], [0.8071, 3.0865, -0.5776], [-1.0875, 10.1896, -3.3321], [-0.9706, -0.0599, 0.1472], [-0.1851, 0.6825, 0.4769], [-0.3913, 1.0116, 0.3346], [0.2097, 2.1240, -2.0452], [-0.1307, -7.0255, 3.0572], [0.7846, -0.7787, -1.5477], [-1.7139, 0.8231, -0.2824], [-0.3948, -0.9249, 1.6108], [1.8970, -0.2230, -0.9430], [-1.0935, -0.6453, 1.8450], [0.0127, 0.8875, 0.7985], [1.0443, 0.2929, 0.7090], [0.6190, -0.5493, -0.1588], [-1.0377, -0.0632, -0.5404], [-2.3002, 2.3166, 3.3515], [-0.3927, -0.0146, 0.4014], [-0.4878, -2.9540, 0.7527], [-0.5479, -4.3553, 1.8650], [-0.2577, 0.1331, -0.5628], [-0.1500, -1.0030, -0.4130], [0.8538, -0.2836, -0.2559], [0.2864, -0.1837, 0.7459], [-0.5779, 0.3260, -0.7224], [-0.7528, -0.5880, 0.2825], [-0.2561, -0.0076, -1.1486], [-0.2416, -0.4176, -0.1318], [0.5035, 0.6940, 0.1730], [0.2578, 0.2016, 0.3385], [-0.0597, -0.0200, -0.4079], [0.2905, 0.4757, 0.0966], [-2.7881, -0.6741, 2.8543], [-0.5377, 0.0603, 0.3298], [-0.6096, 0.8133, 0.3363], [-0.3249, -0.7112, -0.3863], [0.2709, -1.7769, 0.1968], [1.2041, 2.3489, -0.2424], [-2.4264, -0.4536, -1.5357], [1.3989, 1.2018, -2.6118], [0.4294, 0.5217, -0.1074], [0.6344, -1.2999, -0.6528], [-1.9714, -1.0092, 3.9500], [0.8446, 0.5575, -1.3555], [-0.2798, 0.8695, -1.2543], [0.1594, -0.3457, 0.0769], [-0.7194, -0.2215, -0.0305], [-0.3563, -0.3146, 0.3939], [0.3157, -0.0702, 0.2501], [-0.0428, 0.1205, -0.1270], [1.4164, 0.4835, -0.2151], [-0.6426, -0.2280, -0.3643], [1.7745, 0.4114, -2.3260], [-0.0624, -0.8553, -0.8203], [0.0492, -0.2549, 0.1195], [-0.0429, -0.3712, -0.7502], [0.2397, -0.0513, -0.0485], [-0.3304, -0.2386, 0.0462], [0.0001, -0.0669, 0.4036], [0.1847, 0.5457, 0.3817], [0.5265, 0.2467, 0.1422], [0.0233, -0.0782, 0.5686], [-0.2103, -0.0196, 0.3192], [-0.2385, -0.3486, -0.1949], [0.5667, 0.1184, 0.0278], [0.4425, 0.1405, -0.8883], [-0.3195, -6.3865, -2.4708], [0.7176, 0.4349, -0.1396], [0.8679, -1.6624, 0.9863], [-1.7617, -6.3357, -2.9709], [0.5339, -0.2269, -0.7366], [-0.1981, -1.8027, 0.2513], [-6.6125, -7.8436, -0.5475], [-3.0447, -3.3768, -0.4259], [3.1841, -1.1948, 1.4202], [-9.6679, -1.6330, 3.6184], [0.1288, 0.0950, 0.6959], [0.9915, 0.2237, -1.0460]]
}

=====

(2)
{
  "formula": "C21H59N10Na2O9",
  "method": "the ωB97M-V functional and the def2-TZVPD basis",
  "multiplicity": 1,
  "total_charge": 1,
  "elements": ["Na", "Na", "C", "C", "O", "O", "H", "H", "H", "C", "C", "C", "O", "C", "N", "H", "H", "H", "H", "H", "H", "H", "H", "H", "H", "H", "C", "C", "C", "O", "C", "N", "H", "H", "H", "H", "H", "H", "H", "H", "H", "H", "H", "C", "C", "C", "O", "C", "N", "H", "H", "H", "H", "H", "H", "H", "H", "H", "H", "H", "C", "C", "C", "O", "C", "N", "H", "H", "H", "H", "H", "H", "H", "H", "H", "H", "H", "C", "O", "N", "N", "H", "H", "H", "H", "C", "O", "N", "N", "H", "H", "H", "H", "C", "O", "N", "N", "H", "H", "H", "H"],
  "positions_angstrom": [[-4.13612, -0.44155, 0.54951], [-2.67482, 0.31695, -3.30494], [0.11175, -1.14221, -0.20651], [-0.84358, -0.41155, -1.14253], [-2.07353, -0.27953, -0.86747], [-0.36290, -0.01066, -2.24783], [-0.39650, -1.34848, 0.73370], [0.92771, -0.46470, 0.06508], [0.66562, -1.90085, -0.75610], [2.01275, 1.71606, 4.67627], [1.70755, 0.69957, 3.56248], [2.80326, 0.60912, 2.48396], [4.15621, 0.52112, 2.95341], [4.54188, -0.82743, 3.17579], [1.20550, -0.61160, 3.98312], [3.05928, 1.63473, 5.00051], [1.56474, 1.57219, 5.66052], [2.00537, 2.76237, 4.37049], [0.86509, 1.16929, 3.04527], [2.69945, 1.54082, 1.92264], [2.63593, -0.13083, 1.69752], [5.51889, -0.81812, 3.65645], [4.60124, -1.33544, 2.21057], [3.83174, -1.28832, 3.86468], [0.50976, -0.53113, 4.71937], [1.92006, -1.14285, 4.47194], [5.94361, 2.93514, 0.47825], [4.73178, 2.33032, -0.20625], [3.52253, 3.32827, -0.35394], [2.37499, 2.55774, -0.59083], [1.11494, 3.22322, -0.67786], [5.23688, 1.79655, -1.47891], [6.57015, 3.56828, -0.15393], [6.56418, 2.17562, 0.95460], [5.73573, 3.65566, 1.28095], [4.46926, 1.40979, 0.31953], [3.75280, 3.94628, -1.22778], [3.48082, 3.92426, 0.56108], [0.46692, 2.37261, -0.87512], [1.11019, 4.08444, -1.34164], [0.84224, 3.52229, 0.34326], [5.37129, 2.51522, -2.17825], [6.11383, 1.32094, -1.32400], [0.28559, -3.62632, -4.22685], [0.23758, -4.52744, -3.05174], [-1.14099, -4.83036, -2.42690], [-1.09877, -5.64723, -1.27884], [-0.20299, -5.24697, -0.25269], [0.85150, -5.79739, -3.47343], [-0.06341, -4.11929, -5.13983], [1.31074, -3.38432, -4.51797], [-0.24467, -2.67632, -4.17382], [0.90617, -4.06469, -2.31461], [-1.85681, -5.24245, -3.13935], [-1.64856, -3.91491, -2.09129], [-0.31583, -4.18327, -0.01462], [0.78506, -5.68229, -0.38136], [-0.57914, -5.57816, 0.72244], [1.85298, -5.85507, -3.62790], [0.81926, -6.39182, -2.64426], [-1.74802, 1.92580, 1.66290], [-3.06478, 2.40844, 2.21075], [-3.12301, 3.94552, 2.22613], [-1.99558, 4.52626, 2.85418], [-1.77211, 5.88709, 2.48599], [-4.24670, 1.80264, 1.53361], [-1.73094, 0.84646, 1.85987], [-0.85397, 2.17432, 2.23496], [-1.56566, 2.10940, 0.60504], [-3.13272, 2.18118, 3.27640], [-3.98527, 4.31111, 2.79474], [-3.16918, 4.33242, 1.20067], [-1.37886, 5.95777, 1.47117], [-1.13043, 6.48367, 3.13256], [-2.74359, 6.37619, 2.61064], [-4.41455, 2.29462, 0.65694], [-5.05813, 2.08148, 2.07918], [-3.99847, -2.67328, -3.08635], [-3.12308, -2.29150, -3.85093], [-4.91728, -3.62304, -3.36462], [-4.06390, -2.20244, -1.80318], [-4.83235, -4.11300, -4.24042], [-5.62759, -3.96853, -2.74680], [-4.73380, -2.59260, -1.16712], [-3.31413, -1.55599, -1.56576], [-0.45044, 3.26217, -4.51525], [0.20111, 3.96308, -3.73560], [-0.84432, 3.78096, -5.69877], [-0.82324, 1.96149, -4.34311], [-0.34181, 4.58900, -6.02469], [-1.34236, 3.23671, -6.38006], [-1.29073, 1.63659, -5.16925], [-0.63777, 1.48870, -3.46450], [-2.48571, -3.03025, 2.31432], [-2.89960, -1.98025, 1.84118], [-1.50370, -3.21699, 3.25387], [-3.03206, -4.24163, 1.99759], [-1.16735, -4.12723, 3.49019], [-1.26827, -2.40365, 3.79894], [-3.90278, -4.18363, 1.49861], [-2.64306, -5.11438, 2.29195]],
  "forces_ev_per_a": [[1.0470, 0.0184, 0.3927], [0.6617, -0.5566, 0.3759], [-0.0813, 1.4513, 0.1982], [1.3941, -0.0264, -1.8645], [-1.3446, -0.0268, 0.2511], [-0.8978, -0.1176, 0.8503], [0.1204, -0.8463, -0.1500], [-0.1587, 0.3555, -0.1351], [-0.5548, -0.5367, 0.2281], [2.2266, -0.2163, 0.6996], [-0.8427, 0.4461, -0.0448], [0.4111, 0.9355, 0.0277], [-0.7344, 0.0349, -0.0997], [-0.0553, 0.6696, 0.1050], [0.1832, -0.6212, 0.6464], [0.2165, -0.3327, -0.3660], [-0.9870, -0.0309, -0.4511], [-0.6782, -0.0562, -0.1891], [-0.0646, -0.3015, -0.3100], [0.4643, 0.2179, 0.1503], [-0.3047, -0.4893, 0.4003], [0.0245, 0.0206, -0.1041], [-0.0812, -0.3659, 0.1476], [0.1116, -0.4217, -0.1736], [-0.2079, 0.4781, -0.1674], [0.2707, 0.0337, -0.2733], [0.1962, 1.4090, 1.4630], [0.7424, 0.1316, -0.4872], [1.3209, -1.5828, -0.3490], [-0.0446, -0.0275, -0.1082], [0.9241, -0.7831, 1.5219], [-1.0974, -0.1974, -0.7673], [-0.0627, -0.4232, -0.5470], [0.0591, -0.1061, -0.2684], [-0.4733, -0.3219, 0.2530], [-0.6051, 0.4678, 0.4434], [-0.1268, 0.4158, 0.0859], [-0.2771, 0.1427, 0.0234], [-0.4756, 0.4698, -0.8268], [-0.2240, -0.3159, -0.3697], [-0.0664, 0.4831, 0.0208], [0.1396, 0.0831, 0.0730], [0.0651, 0.0486, -0.0631], [-0.3040, 0.8373, -1.9791], [1.1386, -0.5008, 0.3311], [0.0913, 1.3473, 0.1510], [0.2578, -0.9816, 0.3629], [-1.3458, 0.1749, 0.7018], [-0.4110, -1.5148, 1.1479], [-0.4050, -0.2116, 0.2214], [0.1538, 0.0229, 0.4861], [-0.1070, -0.0084, 0.4651], [-0.4718, 0.1326, 0.4816], [0.3868, -0.5706, -0.0692], [0.4675, 0.5152, -0.2728], [0.9124, 0.3931, -0.8758], [0.2840, 0.6045, -0.0883], [-0.1614, -0.9821, -0.3051], [0.0416, 1.1655, -0.4590], [-0.5464, -0.3446, -0.2200], [0.3661, -1.7314, 0.4827], [0.4689, 1.4243, 0.7099], [0.0910, 0.9103, -0.2537], [1.1342, -0.4597, 0.3779], [-1.2624, 0.0147, 0.0051], [0.0172, 0.4258, 0.0463], [-0.1659, -0.2211, -0.6796], [-0.3466, 0.9874, 0.0258], [-0.1845, 0.0983, -0.0066], [0.0315, -0.6337, -0.0734], [-0.4416, -0.1849, -0.2901], [-0.2311, -0.0869, -0.1875], [-0.2155, 0.0400, -0.1443], [0.3996, -0.9098, 0.4093], [-0.0189, 0.3566, -0.6057], [0.3095, 0.1320, -0.0989], [-0.0695, -0.2196, 0.1265], [0.0005, -0.5463, 0.8877], [-0.2330, 0.6005, -0.3292], [-0.1053, -0.4886, -1.0984], [-0.1995, 0.6887, -0.4112], [0.0338, 0.1546, -0.0247], [0.1569, 0.1886, 0.2520], [0.2554, -0.0173, 0.2296], [0.1725, -0.2795, 0.6992], [1.4368, 1.6278, 1.1439], [-0.7612, -1.3135, -0.3664], [-0.4508, 0.3693, -1.0589], [-0.6204, 0.7668, 0.1257], [-0.1386, 0.0190, 0.0887], [0.1453, 0.0851, -0.1432], [0.1833, -1.0957, 0.3120], [0.4274, -0.5413, -0.1962], [0.2896, -2.2724, 0.9836], [-0.1288, 0.4961, 0.2538], [-0.3372, 2.0119, -0.5739], [-0.7160, 0.8066, -0.9520], [-0.0269, -0.0191, 0.2536], [0.6132, -0.1983, -0.1132], [0.2275, -0.5378, -0.1868], [-0.2200, -0.1358, 0.0591]]
}

=====

no.,total energy (eV)
1,-53037.948
2,-64892.604